1.
Here is a molecular structure, C28H25Cl2N5O3RuS3Si from the Open Molecules 2025 dataset. Energies are from ωB97M-V with the def2-TZVPD basis set.

Calculated values
<S²>: 0.756
E_LUMO (alpha / beta): 2.20 / 1.89 eV
2S+1: 2
total charge: -1
E_tot: -111051.305 eV
energy above the lowest of the compared OMol25 structures with the same formula, charge and spin: 1.064 eV
maximum force: 1.58 eV/Å

```
68
C28H25Cl2N5O3RuS3Si ωB97M-V with the def2-TZVPD basis set
Ru 0.363 0.859 0.599
Cl 5.554 3.075 4.709
C 3.967 2.626 4.157
C 3.802 2.273 2.826
C 2.546 1.914 2.350
N 2.256 1.573 1.032
C 3.122 1.719 0.025
O 4.312 2.038 0.059
C 2.479 1.477 -1.313
C 3.221 1.655 -2.469
C 2.613 1.471 -3.696
C 1.268 1.131 -3.721
C 0.593 0.978 -2.525
N 1.189 1.130 -1.343
C 1.436 1.879 3.223
C 1.625 2.256 4.552
C 2.881 2.620 5.012
Cl 3.053 3.068 6.684
N 0.238 1.396 2.685
C -0.923 1.544 3.362
O -1.135 2.260 4.339
C -2.043 0.628 2.929
C -3.331 0.822 3.417
C -4.293 -0.127 3.124
C -3.935 -1.243 2.377
C -2.629 -1.337 1.922
N -1.713 -0.414 2.185
H 4.648 2.287 2.160
H 4.258 1.933 -2.346
H 3.169 1.598 -4.616
H 0.732 0.990 -4.650
H -0.460 0.739 -2.519
H 0.792 2.271 5.232
H -3.529 1.698 4.018
H -5.309 -0.008 3.480
H -4.652 -2.019 2.142
H -2.308 -2.180 1.316
C -0.754 -4.748 -3.321
Si -0.361 -4.274 -1.539
C 1.489 -4.399 -1.299
C -1.240 -5.472 -0.384
C -1.093 -2.557 -1.262
C -2.377 -2.308 -1.738
C -3.014 -1.082 -1.558
C -2.311 -0.079 -0.925
N -1.067 -0.282 -0.500
C -0.467 -1.493 -0.581
S 1.019 -1.497 0.319
H -0.369 -5.747 -3.540
H -0.284 -4.048 -4.015
H -1.826 -4.754 -3.526
H 1.823 -5.381 -1.649
H 1.773 -4.285 -0.254
H 2.020 -3.633 -1.866
H -0.946 -6.504 -0.587
H -2.325 -5.403 -0.496
H -0.996 -5.249 0.657
H -2.914 -3.097 -2.255
H -4.022 -0.908 -1.907
H -2.710 0.919 -0.764
C 0.186 4.402 -3.073
O 0.237 3.913 -1.739
C -0.889 3.441 -1.177
S -2.307 3.314 -2.017
S -0.691 3.051 0.493
H 1.193 4.755 -3.288
H -0.537 5.214 -3.156
H -0.101 3.613 -3.769
```

The molecule's Löwdin atomic charges, reported in e, are given here:
1. Ru 0.99
2. Cl 0.62
3. C -0.69
4. C -0.04
5. C -0.19
6. N -0.02
7. C -0.47
8. O 0.02
9. C -0.17
10. C 0.01
11. C -0.05
12. C -0.06
13. C -0.12
14. N -0.02
15. C -0.20
16. C -0.04
17. C -0.69
18. Cl 0.63
19. N -0.06
20. C -0.50
21. O 0.02
22. C -0.21
23. C 0.00
24. C -0.07
25. C -0.07
26. C -0.14
27. N 0.10
28. H 0.09
29. H 0.12
30. H 0.11
31. H 0.11
32. H 0.10
33. H 0.09
34. H 0.11
35. H 0.10
36. H 0.10
37. H 0.10
38. C -0.18
39. Si 0.51
40. C -0.21
41. C -0.18
42. C -0.25
43. C -0.09
44. C -0.06
45. C -0.16
46. N -0.16
47. C -0.76
48. S 0.64
49. H 0.03
50. H 0.03
51. H 0.02
52. H 0.03
53. H 0.01
54. H 0.03
55. H 0.03
56. H 0.03
57. H 0.03
58. H 0.10
59. H 0.10
60. H 0.07
61. C -0.13
62. O -0.25
63. C -1.30
64. S 0.61
65. S 0.62
66. H 0.09
67. H 0.07
68. H 0.06


2.
Here is a molecular structure, C28H25Cl2N7O2Pt from the Open Molecules 2025 dataset. Energies are from ωB97M-V with the def2-TZVPD basis set.

Calculated values
<S²>: 6.045
E_LUMO (alpha / beta): 0.63 / -1.37 eV
2S+1: 5
total charge: 0
E_tot: -72249.218 eV
energy above the lowest of the compared OMol25 structures with the same formula, charge and spin: 6.531 eV
maximum force: 0.42 eV/Å

```
65
C28H25Cl2N7O2Pt ωB97M-V with the def2-TZVPD basis set
Pt -1.007 1.405 0.616
C 2.798 -0.381 -4.796
C 2.401 0.014 -3.399
C 2.874 -0.677 -2.284
C 2.449 -0.367 -1.009
C 1.540 0.676 -0.757
N 1.010 0.922 0.489
C 1.755 0.690 1.623
C 3.104 1.072 1.730
C 3.816 0.935 2.901
C 3.219 0.434 4.059
C 3.966 0.367 5.363
C 1.896 0.041 3.970
C 1.188 0.124 2.774
N -0.117 -0.461 2.753
C -0.490 -1.555 3.448
C -1.843 -1.730 3.277
C -2.233 -0.690 2.432
N -1.189 0.067 2.125
C 1.125 1.405 -1.881
C 1.518 1.054 -3.168
N 0.332 2.584 -1.738
C 0.440 3.706 -2.479
C -0.552 4.573 -2.089
C -1.241 3.905 -1.072
N -0.700 2.709 -0.875
H 3.820 -0.760 -4.821
H 2.736 0.465 -5.480
H 2.147 -1.167 -5.186
H 3.569 -1.498 -2.420
H 2.803 -0.950 -0.168
H 3.576 1.503 0.855
H 4.852 1.252 2.931
H 5.035 0.234 5.195
H 3.617 -0.461 5.980
H 3.837 1.285 5.941
H 1.395 -0.340 4.852
H 0.235 -2.125 4.001
H -2.460 -2.509 3.689
H -3.196 -0.436 2.020
H 1.117 1.612 -4.007
H 1.223 3.803 -3.209
H -0.740 5.561 -2.468
H -2.059 4.223 -0.439
N -3.612 4.068 0.950
C -4.044 2.702 0.572
C -2.936 1.738 0.653
O -4.399 -1.239 -1.087
O -0.223 -1.787 -0.109
H -3.191 4.039 1.872
H -4.416 4.684 1.002
H -4.447 2.771 -0.452
H -4.881 2.345 1.194
Cl -2.887 -1.381 -0.817
C -2.444 -2.965 -1.475
C -3.446 -3.640 -2.131
C -3.172 -4.881 -2.690
C -1.904 -5.436 -2.592
C -0.905 -4.752 -1.928
Cl 0.676 -5.429 -1.788
C -1.153 -3.502 -1.349
N -0.125 -2.858 -0.682
H -4.421 -3.173 -2.187
H -3.954 -5.418 -3.209
H -1.680 -6.401 -3.026
```

The molecule's Löwdin atomic charges, reported in e, are given here:
1. Pt 1.10
2. C -0.06
3. C -0.28
4. C -0.04
5. C -0.03
6. C -0.27
7. N -0.12
8. C -0.25
9. C -0.01
10. C -0.04
11. C -0.28
12. C -0.06
13. C 0.01
14. C -0.12
15. N -0.06
16. C -0.05
17. C -0.04
18. C -0.16
19. N -0.12
20. C -0.13
21. C 0.01
22. N -0.06
23. C -0.05
24. C -0.04
25. C -0.11
26. N -0.12
27. H 0.07
28. H 0.07
29. H 0.08
30. H 0.11
31. H 0.12
32. H 0.12
33. H 0.11
34. H 0.07
35. H 0.07
36. H 0.08
37. H 0.12
38. H 0.13
39. H 0.10
40. H 0.09
41. H 0.12
42. H 0.13
43. H 0.10
44. H 0.07
45. N -0.05
46. C -0.42
47. C -0.24
48. O -0.64
49. O 0.01
50. H 0.06
51. H 0.06
52. H 0.10
53. H 0.09
54. Cl 1.03
55. C -0.36
56. C -0.07
57. C -0.06
58. C -0.10
59. C -0.61
60. Cl 0.72
61. C -0.27
62. N 0.03
63. H 0.10
64. H 0.11
65. H 0.11


Q: Which of these has the highest <S²>?
A: C28H25Cl2N7O2Pt


Q: Among the records above, which one has the lowest 2S+1?
A: C28H25Cl2N5O3RuS3Si


Q: Which of these has the highest total charge?
A: C28H25Cl2N7O2Pt